No. 1
{
  "formula": "C25H24N6OS2",
  "method": "ωB97M-V/def2-TZVPD",
  "spin_multiplicity": 1,
  "smiles": "Cn1cccc1Cc1nnc(SCC(=O)Nc2nc3ccccc3s2)n1CCc1ccccc1",
  "symbols": ["S", "S", "O", "N", "N", "N", "N", "N", "N", "C", "C", "C", "C", "C", "C", "C", "C", "C", "C", "C", "C", "C", "C", "C", "C", "C", "C", "C", "C", "C", "C", "C", "C", "C", "H", "H", "H", "H", "H", "H", "H", "H", "H", "H", "H", "H", "H", "H", "H", "H", "H", "H", "H", "H", "H", "H", "H", "H"],
  "coordinates": [[-1.36130, -0.39117, 0.27550], [-6.25901, 1.79807, -0.83915], [-1.86459, 2.76027, 1.03901], [1.33784, 0.05035, 0.12407], [-5.03390, -0.01415, 0.57109], [1.80675, 0.55895, 2.19951], [3.69922, 3.00195, 0.05475], [-3.82972, 2.00719, 0.29837], [0.48799, 0.32566, 2.13439], [3.96251, 1.70511, -0.27322], [2.58350, -2.41291, -0.79617], [2.32316, 0.38436, 1.01436], [-2.36203, 0.46949, 1.54186], [-8.30355, -0.14248, -1.00107], [4.38181, 2.99586, -2.05690], [1.41985, -0.26410, -1.27479], [3.76192, 0.57488, 0.68558], [-4.89198, 1.17343, 0.12052], [-7.05885, 0.27423, -0.56748], [-7.91718, -2.24776, 0.11776], [4.78684, -3.42418, 0.57165], [2.45793, -2.85377, 0.51513], [-2.63629, 1.83453, 0.98273], [3.82483, -2.48931, -1.41622], [4.91986, -2.99539, -0.73865], [4.38398, 1.67199, -1.58152], [3.55341, -3.35482, 1.19621], [0.21257, 0.02215, 0.89629], [-6.67395, -1.83677, 0.55267], [-6.23252, -0.56357, 0.21203], [3.95754, 3.78617, -1.02362], [1.41662, -1.78504, -1.50336], [3.29913, 3.48106, 1.34886], [-8.72366, -1.41188, -0.64930], [5.64236, -3.81363, 1.10292], [2.49833, 2.86808, 1.76256], [4.68212, 0.79640, -2.12642], [-8.27197, -3.23381, 0.37643], [4.16526, -0.33856, 0.24419], [-8.92529, 0.50843, -1.59533], [0.55428, 0.18324, -1.77392], [4.27812, 0.76491, 1.62942], [2.33506, 0.18314, -1.66815], [-6.03988, -2.47486, 1.14657], [2.94897, 4.50762, 1.25695], [-3.92629, 2.93133, -0.10950], [3.44312, -3.68834, 2.21708], [1.49657, -2.80463, 1.00680], [4.65919, 3.32282, -3.03925], [3.93139, -2.15012, -2.43721], [-3.26658, -0.11308, 1.69352], [4.14133, 3.45762, 2.04635], [1.47233, -1.96833, -2.57701], [3.81913, 4.84861, -0.97990], [-1.72977, 0.52764, 2.42733], [0.47689, -2.19451, -1.12665], [-9.69260, -1.75738, -0.97571], [5.87922, -3.05097, -1.23194]],
  "forces_ev_per_a": [[-0.379, -0.252, -0.051], [0.312, -0.293, 0.277], [0.026, 0.039, 0.082], [-0.245, 0.293, 0.747], [0.762, -0.021, 0.337], [1.148, 0.171, 0.219], [-0.023, -0.138, -0.183], [-0.067, 0.747, -0.301], [-0.939, -0.261, -0.187], [0.221, -0.423, -0.098], [-0.116, -0.116, -0.086], [0.003, -0.109, 0.084], [0.367, -0.167, -0.038], [-0.033, 0.036, -0.031], [-0.007, 0.200, -0.080], [-0.047, -0.278, -0.573], [-0.046, 0.137, -0.095], [-0.979, -0.104, -0.423], [0.265, -0.156, 0.203], [-0.020, -0.061, 0.016], [0.086, -0.026, 0.048], [-0.010, -0.022, -0.056], [0.208, -0.003, 0.193], [-0.049, -0.020, 0.006], [0.101, 0.021, -0.040], [0.066, -0.106, 0.205], [0.021, -0.008, 0.086], [0.015, 0.075, 0.090], [0.058, 0.117, -0.028], [-0.840, 0.176, -0.501], [0.061, 0.313, -0.359], [0.119, 0.240, 0.098], [-0.084, 0.113, 0.534], [-0.099, 0.016, -0.058], [0.070, -0.037, 0.044], [0.045, 0.090, -0.031], [0.034, -0.221, -0.042], [-0.030, -0.085, 0.022], [0.087, 0.040, 0.054], [-0.110, 0.029, -0.067], [0.162, 0.066, 0.017], [-0.032, -0.128, -0.008], [-0.192, -0.007, 0.009], [0.070, -0.088, 0.077], [0.020, -0.042, -0.016], [0.173, -0.163, 0.143], [-0.008, -0.027, 0.092], [-0.117, 0.031, 0.056], [0.034, 0.130, -0.161], [0.014, 0.034, -0.127], [0.238, 0.048, 0.035], [-0.054, 0.034, -0.013], [-0.067, -0.034, -0.017], [-0.043, 0.185, 0.066], [-0.146, 0.118, -0.024], [-0.002, -0.061, -0.077], [-0.083, -0.033, -0.028], [0.077, -0.011, -0.039]],
  "lowdin_charge": [1.00, 1.08, 0.09, 0.00, 0.10, 0.06, -0.11, 0.10, 0.03, -0.26, -0.25, -0.32, -0.34, -0.10, -0.09, -0.12, -0.03, -0.58, -0.47, -0.09, -0.09, -0.04, -0.53, -0.06, -0.09, -0.07, -0.07, -0.63, -0.01, -0.31, -0.10, -0.12, -0.01, -0.09, 0.10, 0.08, 0.10, 0.10, 0.11, 0.11, 0.12, 0.13, 0.11, 0.11, 0.09, 0.14, 0.11, 0.12, 0.09, 0.11, 0.05, 0.10, 0.12, 0.11, 0.08, 0.10, 0.10, 0.10]
}

No. 2
{
  "formula": "C25H25BaIN7",
  "method": "ωB97M-V/def2-TZVPD",
  "charge": 1,
  "spin_multiplicity": 1,
  "symbols": ["Ba", "I", "N", "N", "N", "N", "N", "N", "N", "C", "C", "C", "C", "C", "C", "C", "C", "C", "C", "C", "C", "C", "C", "C", "C", "C", "C", "C", "C", "C", "C", "C", "C", "C", "H", "H", "H", "H", "H", "H", "H", "H", "H", "H", "H", "H", "H", "H", "H", "H", "H", "H", "H", "H", "H", "H", "H", "H", "H"],
  "coordinates": [[0.85146, -0.24956, -0.55205], [3.04276, -2.96323, -0.13158], [-0.96844, -2.38267, 1.29137], [0.44407, 2.17057, -0.44322], [0.49990, 0.10735, 1.75160], [3.64319, -0.08795, -0.17595], [0.66808, 2.85414, 0.70500], [-1.02061, -1.80072, 0.07091], [0.30346, -0.68371, -3.34287], [4.25992, -1.25031, -0.04903], [4.39117, 1.02605, -0.11975], [-2.96202, -2.87349, 0.49486], [1.38024, 3.97657, 0.45846], [-1.51410, 4.61574, 4.74547], [1.01988, 2.88954, -1.41144], [0.08466, 2.50822, 1.99462], [-2.11989, -3.03304, 1.56968], [6.37988, -0.23504, 0.20280], [2.31353, -2.33088, 3.90268], [-0.43147, 3.58290, 2.71279], [-0.92946, 3.44433, 3.99328], [5.75811, 0.99782, 0.06838], [-0.90414, 2.15832, 4.53179], [0.08053, 1.19587, 2.50498], [0.63280, -3.50817, 2.70990], [-2.22935, -2.09009, -0.40671], [0.20274, -2.30964, 2.13575], [1.68767, -3.54578, 3.59866], [1.90540, -1.14999, 3.32261], [5.62306, -1.39453, 0.14295], [1.62365, 4.04216, -0.89448], [-0.43087, 1.07850, 3.81230], [0.83547, -1.08747, 2.41154], [2.17600, -4.84266, 4.19494], [3.14318, -2.32112, 4.60368], [2.40692, -0.21987, 3.56501], [0.50098, -1.66108, -3.54429], [0.84587, -0.15492, -4.02031], [-3.96452, -3.25340, 0.38793], [3.85788, 1.96686, -0.22296], [3.07539, -5.19688, 3.68433], [1.42255, -5.62670, 4.11870], [0.12274, -4.42949, 2.44048], [-1.39943, 4.48949, 5.82277], [-0.45160, 4.56121, 2.24192], [2.15412, 4.81435, -1.42695], [6.32063, 1.92141, 0.11058], [-0.66756, -0.54365, -3.60950], [-2.52956, -1.72232, -1.37745], [2.42957, -4.72068, 5.24886], [-2.25535, -3.53778, 2.51323], [1.66856, 4.63489, 1.26157], [7.45070, -0.29766, 0.35404], [-0.45456, 0.09252, 4.26061], [6.07012, -2.37321, 0.24492], [-1.28293, 1.99690, 5.53639], [0.96493, 2.55775, -2.44003], [-1.02801, 5.55197, 4.46673], [-2.58212, 4.72774, 4.54301]],
  "forces_ev_per_a": [[1.483, -1.076, -1.974], [0.267, -0.226, -0.011], [0.130, 0.073, 0.131], [-0.364, 1.959, 0.406], [-0.369, 0.626, 1.797], [0.366, 0.075, -0.039], [-0.031, -0.096, 0.156], [-1.177, -1.108, 0.578], [-0.156, -0.070, -0.492], [-0.024, 0.061, 0.026], [-0.176, -0.100, 0.038], [-0.019, 0.098, -0.101], [-0.066, -0.153, 0.134], [0.054, -0.067, -0.028], [0.007, 0.130, 0.208], [0.160, 0.166, -0.465], [0.182, 0.081, 0.071], [0.099, -0.062, 0.011], [0.045, -0.038, 0.036], [0.004, 0.141, -0.113], [-0.079, 0.003, 0.136], [0.036, 0.041, 0.011], [-0.018, -0.034, 0.032], [0.127, -0.398, -0.085], [-0.118, -0.076, -0.118], [-0.030, -0.114, 0.072], [-0.316, 0.021, -0.152], [0.140, -0.033, 0.093], [0.045, 0.016, -0.041], [0.065, 0.038, 0.030], [0.019, -0.074, -0.153], [-0.029, -0.011, 0.051], [-0.218, 0.280, -0.058], [-0.031, 0.060, -0.023], [-0.058, 0.000, -0.048], [-0.007, -0.010, 0.001], [-0.006, 0.007, 0.003], [0.009, -0.004, -0.006], [0.076, 0.039, 0.000], [0.001, -0.063, -0.005], [-0.031, 0.035, 0.000], [0.006, 0.033, -0.014], [0.026, 0.084, 0.011], [0.011, -0.021, -0.040], [0.008, -0.064, 0.014], [-0.031, -0.063, 0.032], [-0.026, -0.061, -0.001], [0.005, -0.004, -0.017], [0.020, -0.036, 0.048], [-0.018, 0.018, -0.032], [0.019, 0.040, -0.060], [-0.032, -0.040, -0.036], [-0.043, 0.003, -0.008], [0.006, 0.025, 0.004], [-0.007, 0.035, -0.008], [0.022, -0.013, -0.055], [0.019, -0.004, 0.076], [-0.008, -0.040, -0.010], [0.031, -0.030, -0.013]],
  "lowdin_charge": [1.81, 1.00, -0.09, -0.20, -0.26, -0.12, -0.08, -0.17, -0.08, -0.76, -0.12, -0.04, -0.05, -0.05, -0.19, -0.12, -0.04, -0.04, -0.03, 0.00, -0.28, -0.04, -0.04, -0.25, -0.02, -0.14, -0.19, -0.28, -0.02, -0.11, -0.05, -0.01, -0.34, -0.04, 0.12, 0.13, 0.03, 0.03, 0.10, 0.11, 0.08, 0.08, 0.13, 0.08, 0.12, 0.10, 0.12, 0.03, 0.11, 0.08, 0.14, 0.13, 0.12, 0.11, 0.10, 0.12, 0.10, 0.08, 0.08]
}

Respective energy above the lowest of the compared OMol25 structures with the same formula, charge and spin values: 16.2; 82.8 kJ/mol.
Respective gap between HOMO and LUMO values: 8.49; 6.87 eV.
Respective energy values: -58974.1671; -45552.3100 eV.